# 1
Density functional theory data (ωB97M-V/def2-TZVPD) for a molecular structure, C5H8IrMgO5 in a non-equilibrium geometry.

M in g mol⁻¹: 364.636
Highest occupied orbital energy (alpha / beta) in eV: -13.181 / -15.737
Kohn-Sham gap (alpha / beta) in eV: 4.5 / 3.6
LUMO level (alpha / beta) in eV: -8.716 / -12.174
DFT total energy in hartree: -875.04500

ORCA input file:
```
! RIJCOSX wB97M-V def2-TZVPD def2/J DEFGRID3
* xyz 2 6
C -3.121 0.613 0.981
O -4.307 0.921 1.245
O -2.750 0.200 -0.141
Ir -5.165 0.925 2.751
O -0.436 -1.667 0.772
C 0.816 -1.766 1.268
C 1.734 -0.719 0.783
O 1.248 0.000 -0.121
C 1.856 0.958 -1.037
C 1.121 0.686 -2.355
O -0.231 0.525 -2.150
Mg -0.967 -0.472 -0.681
H 1.365 -2.711 1.024
H 0.892 -1.724 2.381
H 2.800 -0.651 1.035
H -2.337 0.807 1.762
H 2.939 0.796 -1.059
H 1.597 1.938 -0.620
H 1.589 -0.204 -2.822
H 1.357 1.544 -3.015
*
```

Table of Mulliken atomic charges, one value per atom, all in e: atom 1 (C): 0.44, atom 2 (O): -0.40, atom 3 (O): -0.52, atom 4 (Ir): 0.65, atom 5 (O): -0.63, atom 6 (C): -0.25, atom 7 (C): 0.02, atom 8 (O): -0.28, atom 9 (C): -0.43, atom 10 (C): -0.14, atom 11 (O): -0.20, atom 12 (Mg): 0.85, atom 13 (H): 0.38, atom 14 (H): 0.40, atom 15 (H): 0.44, atom 16 (H): 0.18, atom 17 (H): 0.45, atom 18 (H): 0.27, atom 19 (H): 0.37, atom 20 (H): 0.40

***

# 2
Density functional theory data (ωB97M-V/def2-TZVPD) for a single C17H27N5O3 molecule.

SMILES string: CCCCn1cc([C@]2(C)COCCN2C(=O)[C@@H]2ON=C(C)[C@H]2C)nn1
Energy above the lowest of the compared OMol25 structures with the same formula, charge and spin in kJ/mol: 350.4
M in g mol⁻¹: 349.435
Highest occupied orbital energy in eV: -9.121
Kohn-Sham gap in eV: 9.8
LUMO level in eV: 0.718
DFT total energy in hartree: -1163.41788

ORCA input file:
```
! RIJCOSX wB97M-V def2-TZVPD def2/J DEFGRID3
* xyz 0 1
C 5.009 2.842 3.172
C 3.600 3.149 3.662
C 2.531 2.557 2.753
C 1.126 2.865 3.252
N 0.104 2.336 2.366
C -0.474 1.119 2.368
C -1.292 1.123 1.265
C -2.181 0.052 0.667
C -3.356 0.750 -0.017
C -2.726 -0.873 1.759
O -1.703 -1.546 2.471
C -0.915 -2.336 1.601
C -0.284 -1.500 0.500
N -1.333 -0.789 -0.232
C -1.671 -1.154 -1.500
O -2.740 -0.925 -2.039
C -0.606 -1.884 -2.327
O 0.709 -1.341 -2.138
N 1.389 -1.389 -3.369
C 0.561 -1.650 -4.296
C 0.997 -1.720 -5.717
C -0.861 -1.794 -3.826
C -1.628 -2.972 -4.405
N -1.150 2.329 0.653
N -0.309 3.053 1.320
H 5.763 3.274 3.831
H 5.181 1.765 3.127
H 5.168 3.245 2.171
H 3.469 2.761 4.677
H 3.458 4.232 3.726
H 2.635 2.955 1.740
H 2.659 1.472 2.683
H 0.961 2.439 4.243
H 0.965 3.940 3.314
H -0.287 0.383 3.129
H -3.783 1.445 0.708
H -3.027 1.326 -0.875
H -4.113 0.041 -0.336
H -3.291 -0.295 2.489
H -3.395 -1.604 1.284
H -0.145 -2.805 2.213
H -1.537 -3.123 1.152
H 0.422 -0.780 0.915
H 0.281 -2.146 -0.163
H -0.596 -2.944 -2.029
H 0.499 -0.944 -6.302
H 2.074 -1.583 -5.783
H 0.729 -2.681 -6.157
H -1.406 -0.872 -4.054
H -1.742 -2.875 -5.485
H -1.112 -3.913 -4.198
H -2.623 -3.015 -3.964
*
```

Table of Mulliken atomic charges, one value per atom, all in e: atom 1 (C): -1.29, atom 2 (C): -0.37, atom 3 (C): -0.28, atom 4 (C): -1.04, atom 5 (N): 0.79, atom 6 (C): -0.18, atom 7 (C): -0.82, atom 8 (C): 2.21, atom 9 (C): -2.13, atom 10 (C): -1.15, atom 11 (O): -0.39, atom 12 (C): -0.65, atom 13 (C): -0.44, atom 14 (N): 0.03, atom 15 (C): 0.54, atom 16 (O): -0.66, atom 17 (C): -0.01, atom 18 (O): -0.24, atom 19 (N): -0.90, atom 20 (C): 0.71, atom 21 (C): -1.25, atom 22 (C): 0.60, atom 23 (C): -1.73, atom 24 (N): -0.14, atom 25 (N): -1.11, atom 26 (H): 0.38, atom 27 (H): 0.33, atom 28 (H): 0.33, atom 29 (H): 0.32, atom 30 (H): 0.31, atom 31 (H): 0.35, atom 32 (H): 0.28, atom 33 (H): 0.33, atom 34 (H): 0.33, atom 35 (H): 0.51, atom 36 (H): 0.47, atom 37 (H): 0.40, atom 38 (H): 0.50, atom 39 (H): 0.38, atom 40 (H): 0.42, atom 41 (H): 0.34, atom 42 (H): 0.35, atom 43 (H): 0.06, atom 44 (H): 0.60, atom 45 (H): 0.24, atom 46 (H): 0.29, atom 47 (H): 0.37, atom 48 (H): 0.32, atom 49 (H): 0.45, atom 50 (H): 0.43, atom 51 (H): 0.38, atom 52 (H): 0.40

***

# 3
Density functional theory data (ωB97M-V/def2-TZVPD) for a molecular structure, C27H27BrN2O9PRuS.

Energy above the lowest of the compared OMol25 structures with the same formula, charge and spin in kJ/mol: 0.0
M in g mol⁻¹: 767.533
Highest occupied orbital energy (alpha / beta) in eV: -8.239 / -8.357
Kohn-Sham gap (alpha / beta) in eV: 8.1 / 6.9
LUMO level (alpha / beta) in eV: -0.171 / -1.416
DFT total energy in hartree: -5240.23774

ORCA input file:
```
! RIJCOSX wB97M-V def2-TZVPD def2/J DEFGRID3
* xyz 0 6
Ru 0.622 -0.624 0.629
C -5.868 3.118 3.541
C -4.686 2.805 2.671
C -4.453 3.512 1.496
C -3.347 3.237 0.705
C -2.464 2.243 1.094
C -2.672 1.528 2.265
C -3.780 1.811 3.041
S -1.036 1.899 0.102
O 0.130 1.939 0.975
O -1.096 2.765 -1.042
N -1.068 0.331 -0.276
C -1.973 -0.215 -1.171
C -3.081 0.397 -1.711
C -3.935 -0.325 -2.570
C -3.699 -1.633 -2.883
C -2.561 -2.288 -2.351
C -2.245 -3.641 -2.608
C -1.131 -4.187 -2.039
C -0.311 -3.381 -1.225
N -0.566 -2.118 -0.981
C -1.690 -1.570 -1.513
H -6.619 3.690 2.997
H -5.562 3.706 4.408
H -6.336 2.206 3.913
H -5.143 4.290 1.196
H -3.162 3.786 -0.208
H -1.959 0.773 2.570
H -3.944 1.257 3.957
H -3.307 1.429 -1.490
H -4.799 0.182 -2.979
H -4.366 -2.183 -3.534
H -2.896 -4.227 -3.245
H -0.859 -5.221 -2.199
H 0.576 -3.795 -0.768
C 3.867 -4.465 -0.604
O 2.724 -3.610 -0.468
P 2.847 -2.128 0.149
O 3.994 -1.542 -0.806
C 4.950 -0.541 -0.427
O 3.680 -2.365 1.499
C 3.164 -2.162 2.823
H 4.660 -3.952 -1.146
H 3.541 -5.336 -1.168
H 4.223 -4.771 0.379
H 4.709 0.385 -0.947
H 5.929 -0.898 -0.740
H 4.938 -0.379 0.649
H 4.027 -2.126 3.484
H 2.522 -2.997 3.101
H 2.626 -1.217 2.885
O -0.171 -0.628 2.705
C -0.323 -1.881 2.742
O 0.043 -2.606 1.791
H -0.786 -2.330 3.633
Br 2.534 3.884 -4.892
C 2.620 3.149 -3.149
C 2.041 1.915 -2.905
C 2.112 1.384 -1.629
C 2.748 2.070 -0.602
C 3.318 3.310 -0.874
C 3.255 3.857 -2.143
C 2.890 1.540 0.801
O 3.530 2.144 1.630
O 2.422 0.325 1.021
H 1.531 1.383 -3.696
H 1.619 0.433 -1.444
H 3.807 3.838 -0.067
H 3.692 4.823 -2.350
*
```

Table of Mulliken atomic charges, one value per atom, all in e: atom 1 (Ru): 1.37, atom 2 (C): -1.46, atom 3 (C): 1.03, atom 4 (C): -0.90, atom 5 (C): -0.17, atom 6 (C): -0.39, atom 7 (C): -0.56, atom 8 (C): -1.02, atom 9 (S): 1.84, atom 10 (O): -0.79, atom 11 (O): -0.78, atom 12 (N): 0.64, atom 13 (C): 0.13, atom 14 (C): -0.75, atom 15 (C): -1.00, atom 16 (C): -0.93, atom 17 (C): 0.74, atom 18 (C): -0.63, atom 19 (C): -1.15, atom 20 (C): -0.13, atom 21 (N): 0.57, atom 22 (C): -0.03, atom 23 (H): 0.36, atom 24 (H): 0.30, atom 25 (H): 0.37, atom 26 (H): 0.34, atom 27 (H): 0.55, atom 28 (H): 0.49, atom 29 (H): 0.40, atom 30 (H): 0.43, atom 31 (H): 0.40, atom 32 (H): 0.40, atom 33 (H): 0.43, atom 34 (H): 0.44, atom 35 (H): 0.52, atom 36 (C): -0.78, atom 37 (O): -0.43, atom 38 (P): 1.19, atom 39 (O): -0.45, atom 40 (C): -0.66, atom 41 (O): -0.43, atom 42 (C): -0.58, atom 43 (H): 0.28, atom 44 (H): 0.28, atom 45 (H): 0.29, atom 46 (H): 0.16, atom 47 (H): 0.33, atom 48 (H): 0.32, atom 49 (H): 0.29, atom 50 (H): 0.26, atom 51 (H): 0.16, atom 52 (O): -0.55, atom 53 (C): 0.17, atom 54 (O): -0.54, atom 55 (H): 0.38, atom 56 (Br): -0.21, atom 57 (C): -0.01, atom 58 (C): -1.00, atom 59 (C): 0.68, atom 60 (C): 0.55, atom 61 (C): -0.77, atom 62 (C): -0.50, atom 63 (C): -0.51, atom 64 (O): -0.69, atom 65 (O): -0.18, atom 66 (H): 0.50, atom 67 (H): 0.46, atom 68 (H): 0.50, atom 69 (H): 0.43

***

# 4
Density functional theory data (ωB97M-V/def2-TZVPD) for a single C4H5NO molecule in a non-equilibrium geometry.

SMILES string: Oc1ccc[nH]1
Energy above the lowest of the compared OMol25 structures with the same formula, charge and spin in kJ/mol: 304.5
M in g mol⁻¹: 83.090
Highest occupied orbital energy in eV: -8.436
Kohn-Sham gap in eV: 9.3
LUMO level in eV: 0.834
DFT total energy in hartree: -285.29860

ORCA input file:
```
! RIJCOSX wB97M-V def2-TZVPD def2/J DEFGRID3
* xyz 0 1
O -2.075 -0.200 0.100
C -0.671 0.020 -0.205
C -0.044 1.056 -0.095
C 1.381 0.818 -0.002
C 1.577 -0.615 0.118
N 0.191 -1.001 -0.143
H -2.335 0.675 0.492
H -0.664 1.868 0.088
H 2.104 1.540 0.286
H 2.593 -1.081 0.190
H 0.101 -2.063 0.245
*
```

Table of Mulliken atomic charges, one value per atom, all in e: atom 1 (O): -0.51, atom 2 (C): 0.41, atom 3 (C): -0.35, atom 4 (C): -0.58, atom 5 (C): -0.42, atom 6 (N): -0.20, atom 7 (H): 0.30, atom 8 (H): 0.32, atom 9 (H): 0.37, atom 10 (H): 0.34, atom 11 (H): 0.31

***

# 5
Density functional theory data (ωB97M-V/def2-TZVPD) for a molecular structure, C16H21NO3 in a non-equilibrium geometry.

Energy above the lowest of the compared OMol25 structures with the same formula, charge and spin in kJ/mol: 367.0
M in g mol⁻¹: 275.348
Highest occupied orbital energy in eV: -7.604
Kohn-Sham gap in eV: 7.8
LUMO level in eV: 0.226
DFT total energy in hartree: -902.67698

ORCA input file:
```
! RIJCOSX wB97M-V def2-TZVPD def2/J DEFGRID3
* xyz 0 1
C -0.820 -1.568 -1.889
C -0.981 -0.382 -1.027
C -0.709 0.955 -1.356
C -1.300 2.070 -0.575
C -1.623 3.268 -1.458
C -0.408 3.649 -2.267
O 0.191 2.529 -2.978
C 0.130 1.254 -2.529
O 0.807 0.395 -3.102
O -1.346 -0.525 0.195
H 0.130 -1.492 -2.432
H -0.856 -2.466 -1.256
H -1.625 -1.617 -2.640
H -2.195 1.707 -0.057
H -0.579 2.398 0.191
H -2.481 3.040 -2.104
H -1.911 4.100 -0.813
H -0.650 4.372 -3.052
H 0.374 4.072 -1.622
C 1.835 1.723 0.789
N 1.273 0.379 0.620
C 2.064 -0.527 -0.218
C 0.147 -0.013 1.264
C 0.064 -1.351 1.922
C 1.162 -2.216 2.070
C 0.943 -3.589 2.244
C -0.356 -4.074 2.423
C -1.426 -3.174 2.532
C -1.210 -1.822 2.301
H 2.761 1.799 0.207
H 1.144 2.502 0.439
H 2.062 1.928 1.844
H 2.192 -0.094 -1.225
H 3.058 -0.667 0.241
H 1.578 -1.507 -0.309
H -0.411 0.829 1.695
H 2.179 -1.820 2.024
H 1.798 -4.264 2.232
H -0.530 -5.148 2.522
H -2.431 -3.524 2.766
H -2.044 -1.129 2.388
*
```

Table of Mulliken atomic charges, one value per atom, all in e: atom 1 (C): -1.46, atom 2 (C): 0.32, atom 3 (C): 0.95, atom 4 (C): -0.54, atom 5 (C): -0.86, atom 6 (C): -0.43, atom 7 (O): -0.40, atom 8 (C): 0.47, atom 9 (O): -0.69, atom 10 (O): -0.53, atom 11 (H): 0.35, atom 12 (H): 0.33, atom 13 (H): 0.39, atom 14 (H): 0.31, atom 15 (H): 0.03, atom 16 (H): 0.31, atom 17 (H): 0.38, atom 18 (H): 0.36, atom 19 (H): 0.24, atom 20 (C): -0.98, atom 21 (N): 0.46, atom 22 (C): -1.52, atom 23 (C): -0.27, atom 24 (C): 0.22, atom 25 (C): -0.27, atom 26 (C): -0.60, atom 27 (C): -0.51, atom 28 (C): -0.58, atom 29 (C): -0.39, atom 30 (H): 0.35, atom 31 (H): 0.28, atom 32 (H): 0.39, atom 33 (H): 0.46, atom 34 (H): 0.45, atom 35 (H): 0.49, atom 36 (H): 0.50, atom 37 (H): 0.46, atom 38 (H): 0.39, atom 39 (H): 0.39, atom 40 (H): 0.38, atom 41 (H): 0.36

***

# 6
Density functional theory data (ωB97M-V/def2-TZVPD) for 2 unconnected molecules or ions with the total composition C2H2ClO2 in a non-equilibrium geometry.

Energy above the lowest of the compared OMol25 structures with the same formula, charge and spin in kJ/mol: 56.5
M in g mol⁻¹: 93.489
Highest occupied orbital energy in eV: -14.295
Kohn-Sham gap in eV: 8.4
LUMO level in eV: -5.914
DFT total energy in hartree: -687.70631

ORCA input file:
```
! RIJCOSX wB97M-V def2-TZVPD def2/J DEFGRID3
* xyz 1 1
C 0.931 -1.497 0.394
C -1.370 1.949 -0.521
O 0.788 -0.318 0.212
O -2.466 1.687 -0.493
Cl 0.113 2.326 -0.559
H 1.523 -1.895 1.231
H 0.479 -2.253 -0.264
*
```

Table of Mulliken atomic charges, one value per atom, all in e: atom 1 (C): -0.06, atom 2 (C): 0.83, atom 3 (O): -0.40, atom 4 (O): -0.03, atom 5 (Cl): 0.19, atom 6 (H): 0.24, atom 7 (H): 0.23